Record 1
Entry from OMol25: an isolated molecule of C3H7NO2S in a non-equilibrium geometry (wB97M-V/def2-TZVPD).

```
14
Properties=species:S:1:pos:R:3:lowdin_charge:R:1
C -0.533 0.726 -0.012 -0.241
C -1.188 -0.650 0.187 -0.516
S -2.759 -0.572 1.138 0.687
N 0.915 0.705 0.216 0.057
C 1.692 0.151 -0.764 -0.630
O 2.613 -0.696 -0.283 0.118
O 1.460 0.336 -1.934 0.094
H -0.969 1.469 0.639 0.090
H -0.667 1.069 -1.032 0.117
H -1.464 -1.150 -0.733 0.064
H -0.541 -1.271 0.800 0.059
H -2.630 0.642 1.680 -0.165
H 1.089 0.399 1.158 0.132
H 2.981 -1.158 -1.058 0.135
```

The value obtained for the frontier orbital gap is 9.92 eV. As for the total charge: 0. The calculated total energy comes out at -19645.2384 eV. For the HOMO energy, the calculation gives -9.289 eV.

---

Record 2
Entry from OMol25: a cluster of 2 separate species, C3H7NO2S in total in a non-equilibrium geometry (wB97M-V/def2-TZVPD).

```
14
Properties=species:S:1:pos:R:3:lowdin_charge:R:1
C -1.158 -2.146 0.062 -0.071
C 2.752 -0.814 -0.315 -0.267
C -0.843 1.482 1.229 -0.213
N -1.378 -0.904 0.249 -0.223
O 0.857 0.038 -0.507 -0.506
O 2.714 -1.011 0.874 -0.101
S 0.055 -0.075 0.717 0.885
H -2.067 -2.717 -0.005 0.076
H -0.081 -2.391 0.123 0.076
H 2.397 -1.567 -0.991 0.068
H 3.230 0.184 -0.794 0.130
H -1.687 1.299 1.903 0.050
H -0.092 2.170 1.617 0.046
H -1.332 1.752 0.275 0.049
```

The value obtained for the frontier orbital gap is 9.55 eV. As for the total charge: 0. The calculated total energy comes out at -19641.2277 eV. For the HOMO energy, the calculation gives -9.190 eV.

---

Record 3
Entry from OMol25: a cluster of 2 separate species, C3H7NO2S in total in a non-equilibrium geometry (wB97M-V/def2-TZVPD).

```
14
Properties=species:S:1:pos:R:3:lowdin_charge:R:1
C 1.163 -2.406 -2.071 -0.059
C 0.296 -1.251 -2.354 -0.176
C 0.990 -1.575 -1.061 -0.039
N 0.211 2.229 1.296 -0.181
O -2.168 1.421 1.728 -0.360
O -0.026 0.427 2.999 -0.478
S -0.579 0.758 1.678 0.871
H -2.738 1.376 2.538 0.079
H 1.778 -3.129 -2.541 0.079
H 0.568 -0.459 -2.899 0.026
H -0.824 -1.524 -2.353 0.104
H 1.001 -1.412 -0.026 0.055
H 0.779 2.582 2.036 0.032
H -0.451 2.963 1.030 0.047
```

The value obtained for the frontier orbital gap is 9.80 eV. As for the total charge: 0. The calculated total energy comes out at -19640.5649 eV. For the HOMO energy, the calculation gives -9.183 eV.

---

Record 4
Entry from OMol25: a structure of composition C3H7NO2S in a non-equilibrium geometry (wB97M-V/def2-TZVPD).

```
14
Properties=species:S:1:pos:R:3:lowdin_charge:R:1
C 1.312 0.480 0.896 -0.299
C 1.755 -0.229 -0.348 -0.319
C -1.755 -0.123 -0.525 -0.307
N 0.265 -0.326 1.511 -0.362
O -2.821 0.508 0.125 -0.083
O 0.726 -1.025 -0.788 -0.347
S -0.356 -1.226 0.500 1.040
H 2.127 0.875 1.522 0.123
H 0.853 1.355 0.444 0.093
H 2.148 0.476 -1.098 0.136
H 2.616 -0.726 0.048 0.102
H -2.052 -0.796 -1.345 0.094
H -3.720 0.190 -0.127 0.111
H -1.099 0.567 -0.814 0.017
```

The value obtained for the frontier orbital gap is 8.46 eV. As for the total charge: 0. The calculated total energy comes out at -19640.9301 eV. For the HOMO energy, the calculation gives -7.870 eV.

---

Record 5
Entry from OMol25: a cluster of 3 separate species, C3H7NO2S in total in a non-equilibrium geometry (wB97M-V/def2-TZVPD).

```
14
Properties=species:S:1:pos:R:3:lowdin_charge:R:1
C -0.257 3.775 0.750 -0.148
C -0.067 -1.821 1.500 -0.096
C -0.189 -1.625 0.192 -0.078
N -0.472 2.638 0.226 0.033
O -3.641 -0.705 -0.450 -0.427
O -3.396 1.590 0.113 -0.440
S -4.182 0.413 0.271 0.895
H -0.867 4.595 0.973 0.029
H -0.861 -2.343 2.051 0.041
H 0.661 3.826 1.452 0.078
H 0.845 -1.631 2.105 0.055
H 0.686 -1.135 -0.240 0.054
H -1.040 -1.963 -0.337 0.024
H -1.427 2.469 -0.042 -0.017
```

The value obtained for the frontier orbital gap is 8.20 eV. As for the total charge: 0. The calculated total energy comes out at -19641.9263 eV. For the HOMO energy, the calculation gives -9.636 eV.

---

Record 6
Entry from OMol25: an isolated molecule of C3H7NO2S in a non-equilibrium geometry (wB97M-V/def2-TZVPD).

```
14
Properties=species:S:1:pos:R:3:lowdin_charge:R:1
C -0.262 -0.350 -0.019 -0.394
C -0.110 1.145 0.367 -0.493
C 0.839 -0.572 -1.141 -0.365
H 0.836 -1.209 1.620 0.122
H -0.893 -1.296 1.624 0.084
H -1.390 -0.468 -0.497 0.174
H -0.264 1.386 1.481 0.094
H 0.978 1.617 0.128 0.121
H -2.211 2.483 -0.032 -0.210
H 1.244 -2.180 -0.523 0.155
N -0.046 -1.454 1.025 -0.011
O 1.843 -1.524 -1.096 0.064
O 0.657 0.288 -2.167 -0.067
S -1.222 2.135 -0.771 0.725
```

The value obtained for the frontier orbital gap is 9.53 eV. As for the total charge: 0. The calculated total energy comes out at -19642.5739 eV. For the HOMO energy, the calculation gives -9.163 eV.

---

Record 7
Entry from OMol25: an isolated molecule of C3H7NO2S2 in a non-equilibrium geometry (wB97M-V/def2-TZVPD).

```
15
Properties=species:S:1:pos:R:3:lowdin_charge:R:1
C -0.183 0.776 0.405 -0.320
C -0.342 -0.658 0.791 -0.359
C 0.664 0.786 -0.772 -0.298
N -0.980 -1.477 -0.222 -0.384
O -0.237 -0.871 -2.804 -0.696
O 0.112 1.631 -3.244 -0.479
S -0.165 -1.944 -1.408 0.988
S -0.561 0.714 -2.351 0.901
H -1.276 1.069 0.130 0.138
H 0.201 1.446 1.106 0.096
H 0.606 -1.138 1.071 0.113
H -0.971 -0.542 1.672 0.110
H 1.130 1.844 -0.876 0.125
H 1.387 -0.075 -0.847 0.085
H -1.175 -2.524 -1.932 -0.020
```

The value obtained for the frontier orbital gap is 9.22 eV. As for the total charge: 0. The calculated total energy comes out at -30475.8312 eV. For the HOMO energy, the calculation gives -8.936 eV.

---

Record 8
Entry from OMol25: an isolated molecule of C3H7NO3 (wB97M-V/def2-TZVPD).

```
14
Properties=species:S:1:pos:R:3:lowdin_charge:R:1
C 0.507 0.531 0.143 -0.417
C -0.243 -0.536 0.937 -0.151
C 1.963 0.224 -0.062 -0.008
O -1.630 -0.616 0.704 -0.117
O -0.030 1.513 -0.305 0.091
N -2.034 -0.658 -0.649 -0.089
O -2.508 0.575 -1.058 -0.053
H -1.841 1.280 -0.904 0.071
H -1.216 -0.909 -1.220 0.124
H 0.227 -1.511 0.764 0.127
H -0.147 -0.301 2.006 0.148
H 2.422 -0.094 0.872 0.091
H 2.477 1.095 -0.457 0.089
H 2.053 -0.593 -0.773 0.093
```

The value obtained for the frontier orbital gap is 10.01 eV. As for the total charge: 0. The calculated total energy comes out at -10853.4852 eV. For the HOMO energy, the calculation gives -9.433 eV.

---

Record 9
Entry from OMol25: an isolated molecule of C3H7NO3 in a non-equilibrium geometry (wB97M-V/def2-TZVPD).

```
14
Properties=species:S:1:pos:R:3:lowdin_charge:R:1
C -0.888 1.774 -0.636 0.013
C 0.638 -1.911 -0.746 -0.039
C -0.399 1.224 0.701 -0.453
N 0.207 -0.087 0.634 -0.143
O 0.203 -0.741 1.909 0.009
O -0.542 1.627 1.800 0.114
O 1.142 -0.629 -0.298 -0.086
H -1.832 1.330 -0.914 0.076
H -0.150 1.515 -1.506 0.117
H -0.953 2.841 -0.632 0.064
H 0.725 -2.610 -0.005 0.059
H 1.222 -2.049 -1.542 0.047
H -0.349 -1.949 -1.159 0.092
H 0.976 -0.336 2.391 0.129
```

The value obtained for the frontier orbital gap is 10.19 eV. As for the total charge: 0. The calculated total energy comes out at -10852.8166 eV. For the HOMO energy, the calculation gives -9.369 eV.

---

Record 10
Entry from OMol25: an isolated molecule of C3H7NO3 in a non-equilibrium geometry (wB97M-V/def2-TZVPD).

```
14
Properties=species:S:1:pos:R:3:lowdin_charge:R:1
O -0.182 -2.262 0.066 0.133
C -0.291 -1.376 0.859 -0.413
O -1.419 -1.254 1.656 0.057
C 0.381 -0.004 0.460 -0.296
C 0.546 0.047 -1.050 -0.191
O 0.994 1.321 -1.607 -0.075
N -0.297 1.208 0.919 0.045
H -2.110 -1.081 1.003 0.117
H 1.285 0.015 1.128 0.153
H 1.282 -0.721 -1.296 0.127
H -0.459 0.010 -1.463 0.130
H 1.787 1.071 -2.099 0.082
H -1.256 1.099 1.218 0.064
H -0.262 1.925 0.205 0.066
```

The value obtained for the frontier orbital gap is 9.71 eV. As for the total charge: 0. The calculated total energy comes out at -10855.5692 eV. For the HOMO energy, the calculation gives -9.374 eV.

---

Record 11
Entry from OMol25: an isolated molecule of C3H7NO3 (wB97M-V/def2-TZVPD).

```
14
Properties=species:S:1:pos:R:3:lowdin_charge:R:1
C 0.066 0.392 1.458 -0.214
C -0.381 1.552 0.572 -0.074
N -0.311 -0.866 -1.322 0.040
C 0.356 -1.245 -0.212 -0.585
O -0.310 -0.882 0.921 -0.020
O 0.189 -1.238 -2.571 0.004
O 1.415 -1.820 -0.263 0.113
H 1.014 -1.718 -2.361 0.104
H -1.263 -0.540 -1.357 0.159
H -0.442 0.427 2.420 0.121
H 1.150 0.416 1.619 0.127
H -0.259 2.477 1.121 0.075
H -1.430 1.442 0.314 0.076
H 0.207 1.602 -0.339 0.073
```

The value obtained for the frontier orbital gap is 10.38 eV. As for the total charge: 0. The calculated total energy comes out at -10855.5723 eV. For the HOMO energy, the calculation gives -9.565 eV.

---

Record 12
Entry from OMol25: an isolated molecule of C3H7NO3 in a non-equilibrium geometry (wB97M-V/def2-TZVPD).

```
14
Properties=species:S:1:pos:R:3:lowdin_charge:R:1
O -1.284 -2.199 -0.307 0.127
C -0.584 -1.342 0.149 -0.494
O 0.216 -1.556 1.231 0.092
C -0.471 0.091 -0.331 -0.282
C 0.918 0.399 -0.882 -0.197
O 1.364 1.714 -0.559 -0.067
N -0.857 1.033 0.748 0.057
H 0.228 -2.511 1.390 0.128
H -1.247 0.203 -1.096 0.145
H 0.858 0.321 -1.969 0.121
H 1.686 -0.288 -0.546 0.123
H 0.581 2.286 -0.542 0.086
H -0.013 1.297 1.251 0.078
H -1.395 0.552 1.464 0.084
```

The value obtained for the frontier orbital gap is 10.62 eV. As for the total charge: 0. The calculated total energy comes out at -10856.9747 eV. For the HOMO energy, the calculation gives -10.021 eV.

---

Record 13
Entry from OMol25: a cluster of 2 separate species, C3H7NO3S in total in a non-equilibrium geometry (wB97M-V/def2-TZVPD).

```
15
Properties=species:S:1:pos:R:3:lowdin_charge:R:1
C 0.717 1.252 -0.087 -0.033
C 0.073 -0.076 0.373 -0.597
C -1.451 -0.374 0.276 -0.007
N 0.782 -1.238 0.011 0.084
O 4.040 -0.871 0.001 -0.437
O 5.100 0.933 -1.186 -0.434
O 0.637 0.809 1.276 -0.040
S 4.758 0.350 0.107 0.897
H 1.631 1.184 -0.550 0.070
H -0.024 1.973 -0.185 0.087
H -1.946 0.558 0.661 0.089
H -1.808 -1.136 0.965 0.072
H -1.647 -0.424 -0.817 0.095
H 0.293 -2.069 0.448 0.106
H 1.790 -1.331 0.105 0.049
```

The value obtained for the frontier orbital gap is 7.40 eV. As for the total charge: 0. The calculated total energy comes out at -21690.0355 eV. For the HOMO energy, the calculation gives -8.878 eV.

---

Record 14
Entry from OMol25: a cluster of 2 separate species, C3H7NO3S in total in a non-equilibrium geometry (wB97M-V/def2-TZVPD).

```
15
Properties=species:S:1:pos:R:3:lowdin_charge:R:1
C -1.573 0.391 -0.051 -0.176
C -0.336 -0.082 0.595 -0.532
C -0.107 -0.026 2.071 -0.009
N 0.463 -1.111 -0.014 0.112
O 2.490 0.242 -2.099 -0.425
O 0.420 -0.198 -3.237 -0.441
O -0.566 1.260 0.071 -0.036
S 1.622 0.616 -3.163 0.911
H -1.886 0.080 -1.076 0.125
H -2.405 0.670 0.565 0.104
H 0.322 -1.049 2.147 0.095
H -0.941 0.359 2.606 0.070
H 0.636 0.762 2.333 0.099
H 1.396 -1.029 0.281 0.056
H 0.464 -0.884 -1.029 0.048
```

The value obtained for the frontier orbital gap is 7.97 eV. As for the total charge: 0. The calculated total energy comes out at -21690.0651 eV. For the HOMO energy, the calculation gives -9.465 eV.

---

Record 15
Entry from OMol25: a cluster of 2 separate species, C3H7NO4 in total in a non-equilibrium geometry (wB97M-V/def2-TZVPD).

```
15
Properties=species:S:1:pos:R:3:lowdin_charge:R:1
C -0.725 -0.140 -1.229 0.025
C -0.232 -0.130 1.223 0.006
C 0.086 0.503 -0.141 -0.420
N 3.354 -0.105 -0.099 -0.480
O 3.259 1.187 0.254 0.089
O 4.497 -0.475 -0.104 0.107
O 0.794 1.497 -0.280 0.044
O 2.368 -0.775 -0.323 0.070
H -0.130 0.188 -2.036 0.093
H -1.652 0.286 -1.085 0.082
H -0.710 -1.136 -0.990 0.063
H 0.413 0.074 1.954 0.036
H -0.214 -1.225 1.148 0.101
H -1.178 0.135 1.613 0.084
H 2.188 1.306 0.171 0.100
```

The value obtained for the frontier orbital gap is 11.33 eV. As for the total charge: 0. The calculated total energy comes out at -12899.9436 eV. For the HOMO energy, the calculation gives -10.725 eV.

---

Record 16
Entry from OMol25: a cluster of 2 separate species, C3H7NO4 in total in a non-equilibrium geometry (wB97M-V/def2-TZVPD).

```
15
Properties=species:S:1:pos:R:3:lowdin_charge:R:1
C 1.826 -0.111 0.603 -0.166
C 1.062 0.936 -0.280 -0.155
C -1.128 0.258 0.269 -0.568
H 0.820 -1.749 -0.065 0.094
H 1.445 -0.346 1.705 0.170
H 2.777 0.241 0.277 0.097
H 1.570 1.815 -0.201 0.087
H 1.422 0.475 -1.222 0.149
H -2.904 1.327 -0.337 0.185
H -2.251 -1.215 -1.093 0.326
N -2.420 0.541 0.205 0.099
O 1.788 -1.390 -0.171 -0.177
O -0.258 1.190 0.073 0.064
O -0.802 -0.988 0.137 -0.063
O -2.946 -0.984 0.099 -0.142
```

The value obtained for the frontier orbital gap is 9.42 eV. As for the total charge: 0. The calculated total energy comes out at -12897.5096 eV. For the HOMO energy, the calculation gives -9.539 eV.

---

Record 17
Entry from OMol25: a cluster of 2 separate species, C3H7NO4 in total in a non-equilibrium geometry (wB97M-V/def2-TZVPD).

```
15
Properties=species:S:1:pos:R:3:lowdin_charge:R:1
O 1.571 7.370 0.036 -0.091
H 1.042 8.005 -0.499 0.045
H 1.417 6.497 -0.391 0.046
O 0.024 0.725 -1.087 0.065
O 0.549 -3.750 1.384 0.068
O -0.396 -0.778 0.498 -0.023
C -0.491 0.432 -0.033 -0.341
C -0.101 -3.119 0.582 -0.574
N -1.214 -3.619 0.131 0.173
C 0.372 -1.839 -0.074 -0.074
H -1.110 1.144 0.547 0.153
H -1.776 -3.047 -0.503 0.126
H -1.567 -4.524 0.452 0.139
H 0.253 -1.921 -1.172 0.139
H 1.428 -1.577 0.131 0.151
```

The value obtained for the frontier orbital gap is 10.76 eV. As for the total charge: 0. The calculated total energy comes out at -12904.4099 eV. For the HOMO energy, the calculation gives -10.170 eV.

---

Record 18
Entry from OMol25: a cluster of 2 separate species, C3H7NO4 in total (wB97M-V/def2-TZVPD).

```
15
Properties=species:S:1:pos:R:3:lowdin_charge:R:1
C -1.322 1.953 0.353 -0.451
C 0.184 -1.251 -0.567 -0.195
C 0.098 2.558 0.265 -0.454
N 0.716 -0.909 0.742 -0.054
O -1.808 1.423 -0.612 0.124
O -1.854 2.080 1.549 0.165
O 0.585 3.073 1.238 0.138
O 0.664 2.420 -0.914 0.163
H -0.215 -2.263 -0.521 0.071
H -0.621 -0.589 -0.921 0.046
H 0.997 -1.232 -1.290 0.072
H 1.164 0.001 0.731 0.044
H -0.033 -0.879 1.427 0.062
H -1.217 2.552 2.129 0.135
H 0.058 1.956 -1.526 0.134
```

The value obtained for the frontier orbital gap is 9.28 eV. As for the total charge: 0. The calculated total energy comes out at -12904.8636 eV. For the HOMO energy, the calculation gives -9.465 eV.

---

ΔE to the lowest compared entry with this formula, charge and spin values, unit kJ/mol, following the record order: 35.3 422.3 486.2 451.0 354.9 292.4 457.1 471.1 535.6 270.0 269.7 134.4 187.0 184.1 583.1 817.9 152.1 108.3.
E_LUMO values, unit eV, following the record order: 0.632 0.363 0.619 0.587 -1.437 0.369 0.281 0.575 0.825 0.335 0.818 0.598 -1.482 -1.498 0.603 -0.120 0.589 -0.184.